Computed, not measured: a structure of composition C41H42BrN15SeSiTi, with the ωB97M-V functional and the def2-TZVPD basis.

Calculated values
Charge: +2
Energy, eV: -231919.9788
LUMO energy (spin up / spin down), eV: -6.9 / -6.9
Molecular weight, g mol⁻¹: 979.7
Relative energy (zero: lowest compared OMol25 entry of this formula, charge and spin), kJ/mol: 165.48

The geometry in XYZ format:
```
102
Properties=species:S:1:pos:R:3:forces:R:3:lowdin_charge:R:1
Ti 0.2102 0.6700 -0.4485 -0.3459 0.4577 -0.1001 0.80
C -3.6231 -1.0094 -2.4719 -0.0677 -0.0514 -0.0035 -0.07
C -2.3367 -0.5283 -2.3502 0.0548 0.0372 0.0216 -0.15
N -1.5948 -0.7551 -1.2616 -0.0838 0.1729 0.0842 0.01
C -2.1505 -1.4909 -0.3047 0.1412 -0.1195 0.0739 -0.21
C -3.4764 -1.9214 -0.4159 -0.0897 -0.0603 -0.0471 -0.04
N -4.2145 -1.6780 -1.4824 0.0992 0.0356 -0.0039 0.14
C -1.2692 -1.9316 0.8039 -0.0500 0.0280 -0.1992 -0.21
C -1.7986 -2.5810 1.9018 -0.0641 0.0284 0.0553 0.06
C -0.9465 -3.2045 2.8023 -0.0491 -0.0595 0.1167 -0.11
C 0.4040 -3.1816 2.4885 0.0283 0.0021 0.0079 0.06
C 0.8720 -2.4683 1.3906 -0.0209 0.0613 0.0174 -0.18
N 0.0477 -1.7687 0.5829 0.1594 -0.1792 0.0527 0.14
C 2.3240 -2.6030 1.0830 -0.1634 0.1541 0.0187 -0.23
C 3.2382 -2.8155 2.1128 0.1142 0.0709 0.0500 -0.08
N 4.5254 -3.0382 1.8867 -0.0651 0.0011 -0.0523 0.12
C 4.9057 -3.0516 0.6152 0.0155 -0.0656 0.0179 -0.08
C 4.0087 -2.7816 -0.4117 -0.0206 0.0001 -0.0100 -0.10
N 2.7194 -2.5519 -0.1854 0.0459 -0.0860 -0.0328 0.14
C -1.4539 -3.9298 3.9878 0.0814 0.0739 -0.0945 -0.18
C -2.6429 -4.6449 3.9384 -0.0345 -0.0048 0.0066 0.00
C -3.0584 -5.3208 5.0767 -0.0316 -0.0401 0.0556 -0.11
N -2.3835 -5.3177 6.2225 0.0500 0.0791 -0.1107 0.09
C -1.2470 -4.6274 6.2618 -0.0287 -0.0381 0.0738 -0.11
C -0.7392 -3.9254 5.1796 -0.0061 0.0077 0.0077 -0.01
H -4.1955 -0.8409 -3.3749 -0.0117 0.0083 0.0034 0.13
H -1.9005 0.0700 -3.1360 -0.0113 0.0347 0.0057 0.09
H -3.9482 -2.4870 0.3762 -0.0036 -0.0210 -0.0306 0.12
H -2.8655 -2.6090 2.0677 0.0149 -0.0109 -0.0068 0.12
H 1.0929 -3.7722 3.0745 -0.0215 -0.0266 -0.0221 0.13
H 2.9347 -2.7548 3.1512 0.0101 -0.0708 0.0049 0.12
H 5.9430 -3.2801 0.4045 0.0177 0.0482 0.0046 0.12
H 4.3521 -2.7418 -1.4383 0.0033 -0.0371 -0.0237 0.11
H -3.2271 -4.7132 3.0299 -0.0002 -0.0081 0.0015 0.12
H -3.9765 -5.8957 5.0627 -0.0032 -0.0087 0.0041 0.12
H -0.7143 -4.6341 7.2053 -0.0041 -0.0034 0.0092 0.12
H 0.1827 -3.3672 5.2829 0.0103 -0.0145 -0.0017 0.11
Br -5.6015 4.0783 2.9936 -0.0948 0.0491 0.0553 0.82
C -4.0448 3.0886 2.6592 0.0822 -0.0676 -0.0212 -0.70
C -4.1296 1.8987 1.9442 0.0375 0.0194 0.0111 -0.10
C -2.9746 1.2060 1.6291 -0.0957 -0.0502 0.0671 -0.05
C -1.7414 1.6783 2.0508 0.1978 -0.2205 -0.1764 -0.30
C -1.6640 2.8461 2.7933 -0.0297 0.1621 0.0493 -0.01
C -2.8173 3.5572 3.1002 0.0228 -0.0693 -0.0453 -0.10
N -0.5109 1.0029 1.6784 -0.1615 0.0902 -0.0562 0.02
C 0.2943 0.7971 2.6496 0.1305 -0.0828 0.0577 -0.04
C 1.7045 0.4547 2.4622 -0.2356 0.0242 0.0135 -0.25
C 2.5500 0.4865 3.5580 0.1199 -0.0270 0.0097 0.02
C 3.9197 0.3882 3.3450 -0.0517 0.0232 0.0520 -0.01
C 4.3695 0.2799 2.0445 0.0018 -0.0028 -0.0635 -0.01
C 3.4426 0.2214 1.0087 0.0107 0.0463 0.0738 -0.11
N 2.1298 0.2855 1.2022 -0.1415 -0.0436 -0.0826 0.06
H -5.0942 1.5181 1.6370 -0.0026 0.0308 -0.0242 0.11
H -3.0500 0.2887 1.0680 0.0171 -0.0061 -0.0464 0.09
H -0.7039 3.2438 3.0986 0.0214 -0.0209 -0.0250 0.13
H -2.7544 4.4753 3.6669 -0.0050 0.0185 -0.0167 0.12
H -0.0356 0.9792 3.6717 0.0144 0.0262 -0.0083 0.15
H 2.1436 0.6186 4.5522 0.0040 0.0156 -0.0021 0.13
H 4.6132 0.4227 4.1740 0.0032 -0.0093 -0.0011 0.13
H 5.4253 0.2306 1.8178 -0.0013 -0.0015 -0.0054 0.13
H 3.7865 0.1209 -0.0086 0.0196 0.0374 0.0273 0.10
C -1.8474 4.2906 -3.6309 0.0138 0.2415 -0.2847 -0.21
Si -2.8243 3.8614 -2.1404 0.1062 -0.2739 0.2385 0.33
C -2.9009 5.0708 -0.7683 -0.1307 0.3003 0.1238 -0.20
C -4.3634 2.8749 -2.3958 -0.2580 0.0589 -0.1305 -0.19
Se -1.3450 2.2553 -1.1750 0.5642 -0.7567 0.2454 0.69
H -2.3248 5.1017 -4.1898 -0.0010 -0.0329 0.0052 0.06
H -1.7633 3.4318 -4.2982 0.0371 0.0141 -0.0249 0.04
H -0.8500 4.6249 -3.3448 0.0186 0.0098 -0.0434 0.04
H -3.6070 5.8756 -0.9937 0.0240 -0.0108 0.0026 0.06
H -1.9229 5.5121 -0.5766 -0.0049 0.0129 0.0256 0.05
H -3.2473 4.5661 0.1361 -0.0019 0.0379 0.0365 0.02
H -5.2473 3.4696 -2.1511 0.0167 -0.0010 -0.0372 0.05
H -4.3563 2.0077 -1.7373 -0.0757 -0.0418 0.0314 0.01
H -4.4613 2.5358 -3.4284 0.0051 -0.0364 0.0212 0.05
C 0.9096 -1.2951 -2.9299 -0.0055 0.0182 -0.0013 -0.15
N 1.2433 0.0969 -2.4099 -0.2064 -0.1010 0.1251 -0.13
C 2.7528 0.1186 -2.3110 0.0365 -0.0460 0.0798 -0.18
N 3.4090 -0.1778 -3.5572 -0.0517 0.0408 -0.0286 -0.06
C 3.0009 -1.5066 -4.0180 0.0490 -0.0294 -0.0439 -0.14
N 1.5524 -1.5786 -4.1888 0.0202 0.0604 0.0533 -0.07
C 1.1559 -0.5768 -5.1794 -0.0448 0.0131 -0.0260 -0.14
N 1.5452 0.7717 -4.7566 0.0472 -0.0415 0.0732 -0.07
C 0.8960 1.0843 -3.5138 0.0569 0.0577 0.0743 -0.19
C 2.9987 0.8071 -4.5623 -0.0185 -0.0007 -0.0072 -0.13
H -0.1639 -1.3633 -3.0571 0.0046 0.0003 -0.0682 0.10
H 1.2283 -2.0055 -2.1671 0.0066 -0.0166 0.0038 0.11
H 3.0214 -0.6384 -1.5781 -0.0256 0.0005 -0.0383 0.08
H 3.0535 1.1066 -1.9658 0.0080 0.0076 -0.0269 0.11
H 3.3143 -2.2600 -3.2958 -0.0181 -0.0137 0.0266 0.11
H 3.4868 -1.7145 -4.9705 0.0082 -0.0194 0.0029 0.14
H 0.0731 -0.6121 -5.3179 0.0022 -0.0037 0.0012 0.13
H 1.6338 -0.8047 -6.1311 -0.0007 -0.0023 -0.0024 0.14
H -0.1835 1.0798 -3.6427 -0.0265 -0.0184 -0.0290 0.08
H 1.2021 2.0730 -3.1685 -0.0250 0.0039 -0.0172 0.12
H 3.2968 1.8055 -4.2380 0.0045 0.0025 0.0016 0.14
H 3.4945 0.5832 -5.5054 -0.0009 0.0082 -0.0100 0.14
N 1.4082 2.1468 -0.3853 0.3052 0.2496 -0.2493 -0.06
C 2.0484 3.1253 -0.6277 0.1629 -0.2524 0.2475 -0.27
N 2.6214 4.1827 -0.8359 -0.2005 0.4379 -0.2068 0.16
C 3.8677 4.5354 -1.1117 0.0029 -0.2915 0.0403 -0.32
N 4.9394 4.8538 -1.3848 0.0631 0.0769 0.0192 0.16
```
Positions in Å, forces in eV/Å.